Formula: H10O5
Source: the OMol25 dataset
Level of theory: ωB97M-V/def2-TZVPD

Each line ends with the Mulliken charge.
Cartesian coordinates (Å):
1 H 2.0546 -0.2861 4.8212  0.308
2 H 0.9862 0.4656 5.4447  0.307
3 H -3.3883 -1.4357 -5.2835  0.329
4 H 3.6196 -0.4261 1.1010  0.310
5 O 1.4534 0.4466 4.5967  -0.613
6 O -1.7000 -2.2847 -2.6916  -0.650
7 H -2.4339 -2.8947 -2.8470  0.315
8 H -4.4988 -0.7630 -4.6075  0.323
9 H 2.1207 -0.5927 0.5254  0.322
10 O 1.8695 3.6177 2.2624  -0.636
11 H 1.9167 2.9592 1.5660  0.318
12 O -3.9764 -1.5734 -4.5265  -0.659
13 O 2.8760 -0.0181 0.6532  -0.628
14 H 1.2168 4.2824 2.0393  0.311
15 H -2.1162 -1.4970 -3.0538  0.342

Properties
- SMILES string: O.O.O.O.O
- Relative energy (zero: lowest compared OMol25 entry of this formula, charge and spin): 35.5 kcal per mole
- Net charge: 0
- Frontier orbital gap: 11.5 eV
- Highest occupied orbital energy: -0.403 Eh

***

Formula: C19H28ClNiO6
Source: the OMol25 dataset
Level of theory: ωB97M-V/def2-TZVPD

Each line ends with the Mulliken charge.
Cartesian coordinates (Å):
1 H -0.6025 2.9646 -0.2422  0.735
2 H 4.2653 -0.9821 -3.2778  0.389
3 H 1.8599 -0.8752 -6.1075  0.426
4 H 3.3401 -3.1677 -3.9723  0.297
5 H 2.2805 -2.9562 -1.8270  0.287
6 Cl -2.6556 3.2505 5.0169  1.389
7 C 2.3262 -2.7523 -4.0123  -0.917
8 C 1.3494 0.5025 2.2279  -0.342
9 O -3.8779 3.9805 4.9342  -0.561
10 H -0.2022 -0.4992 -1.8210  0.207
11 C 0.3139 -1.6624 -0.0462  1.580
12 C -3.1951 1.6930 1.4524  -1.693
13 H 0.1715 -1.2552 0.9543  -1.629
14 H -1.1077 0.7449 4.5013  0.540
15 C -1.5553 -3.0733 -0.6949  -0.621
16 H 3.5410 0.4926 -3.9940  0.393
17 H -4.1669 1.2512 1.6203  0.466
18 H -0.3421 -0.9600 2.6185  0.442
19 H 0.5442 2.8555 4.4987  0.553
20 H 1.2635 0.4062 -5.0463  0.398
21 H 1.7081 -3.2532 -4.7624  0.319
22 H 1.9710 -0.0147 1.5103  0.513
23 Ni -0.0268 1.7565 1.7476  -0.073
24 O -1.7902 -1.7946 -1.3179  -0.486
25 C -2.7063 2.6978 2.4319  0.151
26 C 1.6666 -2.5717 -2.6575  -0.103
27 H -3.3489 3.6048 2.4556  0.470
28 O -2.7792 2.0796 3.7720  -0.343
29 H -1.0925 -0.0373 -0.3296  -1.545
30 C -0.1620 -3.1175 -0.0340  -0.948
31 C 0.1344 -0.0089 2.8214  -0.735
32 H 0.6520 -3.0021 -2.6263  0.003
33 H -0.2903 -3.4129 1.0109  0.467
34 H 0.5111 -3.8211 -0.5335  0.173
35 C -2.3909 1.6526 0.3499  -0.541
36 H -1.7157 -3.8398 -1.4725  0.307
37 H 1.3444 -1.4699 -0.3621  0.286
38 H 4.0945 -0.8171 -5.0520  0.389
39 H 2.5202 2.3679 2.7033  0.504
40 O 1.6478 -1.0857 -2.6871  -0.403
41 H -0.9074 4.0112 2.2597  0.566
42 O -1.4800 4.0296 4.7037  -0.503
43 C 0.5964 2.0231 3.8070  -0.327
44 C 2.2482 -1.2043 -4.0217  1.582
45 C -1.3167 3.0773 1.8835  0.229
46 O -2.5192 2.4193 6.1693  -0.564
47 C 3.6307 -0.5923 -4.0813  -1.744
48 H -2.3067 -3.2351 0.0990  0.331
49 C 1.6465 1.7584 2.8706  -1.057
50 C 1.3678 -0.6790 -5.1434  -1.770
51 C -0.6991 -0.9033 -0.9128  1.795
52 C -1.2373 2.5543 0.5425  -1.225
53 H 0.3777 -1.1511 -5.1586  0.358
54 C -0.3101 0.9292 3.7921  -0.206
55 H -2.5884 1.0923 -0.5608  0.788

Properties
- Relative energy (zero: lowest compared OMol25 entry of this formula, charge and spin): 2.6 kcal per mole
- Spin multiplicity: 3
- Net charge: -1
- Frontier orbital gap (spin up / spin down): 2.9 / 5.9 eV
- Highest occupied orbital energy (spin up / spin down): -0.024 / -0.133 Eh

***

Look up the relative energy (zero: lowest compared OMol25 entry of this formula, charge and spin) of the second one. 2.6 kcal per mole